Entry 1:
The following is a quantum chemistry calculation of an isolated molecule of C5H11NSSi at a distorted geometry, from the OMol25 dataset.

Summary:
* molar mass: 145.30 g/mol
* SMILES: C[Si](C)(C)CSC#N
* orbital gap: 0.3567 Ha
* energy above the lowest of the compared OMol25 structures with the same formula, charge and spin: 58.16 kcal per mole
* E_HOMO: -9.160 eV

CARTESIAN COORDINATES (ANGSTROEM)
S -2.763 1.078 -0.111
Si 0.508 -0.185 -0.125
N -2.966 -1.707 0.248
C 1.970 0.843 0.280
C 0.323 -1.500 1.175
C -2.928 -0.568 0.076
C -0.859 1.313 0.644
C 0.075 -0.195 -2.009
H 1.118 -1.528 1.922
H 1.704 1.827 0.523
H -0.804 -0.607 -2.434
H -0.816 1.406 1.706
H -0.753 2.239 0.162
H 0.608 -2.467 0.811
H 2.658 0.839 -0.588
H -0.043 0.819 -2.239
H 0.983 -0.529 -2.573
H -0.645 -1.550 1.506
H 2.631 0.472 1.027

---

Entry 2:
The following is a quantum chemistry calculation of an isolated molecule of C8H14NO3P at a distorted geometry, from the OMol25 dataset.

Summary:
* molar mass: 203.18 g/mol
* SMILES: CO[PH](C)(N=C=O)C1=C(C(C)C)O1
* orbital gap: 0.3227 Ha
* energy above the lowest of the compared OMol25 structures with the same formula, charge and spin: 120.35 kcal per mole
* E_HOMO: -8.089 eV

CARTESIAN COORDINATES (ANGSTROEM)
P 1.616 0.770 0.496
O -0.847 0.221 1.932
O 1.932 1.552 -0.849
O 2.693 -2.198 -1.950
N 2.298 -0.731 -0.183
C 2.537 -1.411 -1.113
C -2.671 -2.348 0.748
C -1.281 -0.280 0.707
C 2.894 0.781 1.683
C 1.305 2.821 -1.385
C 0.020 -0.058 0.561
C -2.521 -0.914 0.253
C -2.586 -0.889 -1.307
H 0.732 3.207 -0.505
H -1.749 -1.406 -1.719
H 0.683 2.515 -2.222
H -2.654 0.287 -1.557
H 3.218 -0.158 2.052
H 2.497 1.377 2.523
H -3.462 -2.630 0.114
H -1.864 -3.009 0.568
H 3.675 1.357 1.190
H -3.428 -1.418 -1.820
H 2.191 3.542 -1.763
H 1.034 2.048 1.112
H -3.421 -0.423 0.648
H -2.840 -2.602 1.791

---

Entry 3:
The following is a quantum chemistry calculation of a structure of composition C10H17FO6S, from the OMol25 dataset.

Summary:
* molar mass: 284.30 g/mol
* orbital gap: 0.4076 Ha
* E_HOMO: -10.714 eV

CARTESIAN COORDINATES (ANGSTROEM)
S -0.046 -3.197 -1.170
F 0.626 -0.161 1.850
O -0.838 -3.201 -2.349
O -0.396 4.693 0.371
O 0.703 -4.328 -0.772
O -1.898 3.029 0.209
O 0.907 -1.927 -1.194
O -0.927 -2.703 0.059
C -1.101 -1.282 -0.142
C 3.591 -1.614 0.266
C -0.660 3.635 -1.765
C -1.979 -0.689 0.940
C 1.350 -0.522 0.716
C -1.397 1.824 0.810
C -2.440 0.737 0.627
C 0.354 -0.815 -0.444
C 2.301 -1.647 1.078
C -0.932 3.866 -0.301
H -1.646 -1.149 -1.083
H -2.847 0.801 -0.385
H 4.056 -0.627 0.333
H -1.223 2.026 1.868
H 4.306 -2.333 0.662
H 0.091 4.337 -2.114
H 1.929 0.364 0.441
H -1.580 3.745 -2.338
H -0.436 1.568 0.359
H -3.271 0.958 1.300
H -2.866 -1.325 0.967
H 1.815 -2.618 0.988
H 0.328 0.021 -1.142
H -1.527 -0.748 1.925
H 2.534 -1.497 2.135
H 3.417 -1.836 -0.786
H -0.297 2.616 -1.922

---

Entry 4:
The following is a quantum chemistry calculation of an isolated molecule of C4H3NO3, from the OMol25 dataset.

Summary:
* molar mass: 113.07 g/mol
* SMILES: O=COc1ncco1
* orbital gap: 0.3908 Ha
* energy above the lowest of the compared OMol25 structures with the same formula, charge and spin: 27.87 kcal per mole
* E_HOMO: -9.714 eV

CARTESIAN COORDINATES (ANGSTROEM)
O -0.048 -0.831 -0.788
O 1.502 0.732 -0.183
O 1.803 -0.470 1.716
N -0.814 1.080 0.083
C -1.882 0.254 -0.258
C 2.216 0.275 0.881
C -1.414 -0.894 -0.772
C 0.195 0.372 -0.255
H 3.215 0.716 0.848
H -2.903 0.566 -0.109
H -1.871 -1.798 -1.164

---

Entry 5:
The following is a quantum chemistry calculation of the ion C4H10NO2 with charge +1 at a distorted geometry, from the OMol25 dataset.

Summary:
* net charge: +1
* molar mass: 104.13 g/mol
* SMILES: C[NH2+][C@@H](C)C(=O)O
* orbital gap: 0.4153 Ha
* energy above the lowest of the compared OMol25 structures with the same formula, charge and spin: 47.86 kcal per mole
* E_HOMO: -14.928 eV

CARTESIAN COORDINATES (ANGSTROEM)
O -2.638 -1.016 -0.741
O -1.996 1.100 -0.895
N 0.487 0.829 -0.093
C 1.974 0.499 -0.225
C -0.279 -0.422 -0.165
C -0.135 -1.078 1.225
C -1.782 -0.210 -0.606
H 2.412 0.929 0.707
H -2.770 1.336 -1.494
H -0.493 -0.599 2.109
H -0.007 -1.108 -1.165
H 2.392 0.791 -1.153
H -0.702 -2.059 1.277
H 2.119 -0.508 0.002
H 0.234 1.370 0.771
H 0.883 -1.277 1.452
H 0.302 1.422 -1.008

---

Entry 6:
The following is a quantum chemistry calculation of an isolated molecule of C4H10O2, from the OMol25 dataset.

Summary:
* molar mass: 90.12 g/mol
* SMILES: CO[C@@H](C)CO
* orbital gap: 0.3778 Ha
* energy above the lowest of the compared OMol25 structures with the same formula, charge and spin: 28.30 kcal per mole
* E_HOMO: -9.379 eV

CARTESIAN COORDINATES (ANGSTROEM)
O -0.004 -0.939 0.830
O 0.462 0.133 -2.009
C -0.036 -2.018 -0.084
C -0.430 0.288 0.270
C -0.563 1.281 1.420
C 0.574 0.809 -0.761
H 0.412 -1.747 -1.041
H -1.267 0.909 2.169
H -1.411 0.150 -0.217
H 1.571 0.667 -0.321
H -1.069 -2.340 -0.279
H -0.921 2.253 1.058
H 0.528 -2.835 0.369
H 1.341 0.080 -2.401
H 0.411 1.884 -0.920
H 0.404 1.424 1.916

---

Entry 7:
The following is a quantum chemistry calculation of an isolated molecule of C3H6 at a distorted geometry, from the OMol25 dataset.

Summary:
* molar mass: 42.08 g/mol
* SMILES: C=CC
* orbital gap: 0.4052 Ha
* energy above the lowest of the compared OMol25 structures with the same formula, charge and spin: 11.41 kcal per mole
* E_HOMO: -9.718 eV

CARTESIAN COORDINATES (ANGSTROEM)
C 0.623 -0.294 -0.044
C 0.054 -0.855 -1.090
C -0.300 0.764 0.663
H 1.727 -0.463 0.017
H 0.209 1.224 1.560
H -0.944 -0.795 -1.338
H -1.237 0.286 1.048
H -0.640 1.547 -0.059
H 0.651 -1.577 -1.714

---

Entry 8:
The following is a quantum chemistry calculation of an isolated molecule of C17H19ClN2O3S, from the OMol25 dataset.

Summary:
* molar mass: 366.87 g/mol
* SMILES: Cc1ccc(Cl)cc1N(CC(=O)NCc1ccccc1)S(C)(=O)=O
* orbital gap: 0.3580 Ha
* energy above the lowest of the compared OMol25 structures with the same formula, charge and spin: 0.00 kcal per mole
* E_HOMO: -9.106 eV

CARTESIAN COORDINATES (ANGSTROEM)
Cl -0.470 -2.744 -3.115
S 1.593 1.178 0.811
O 1.016 2.109 1.745
O -2.357 1.214 -1.053
O 3.019 1.143 0.708
N -1.652 1.648 1.051
N 0.955 1.529 -0.681
C -1.556 -2.092 3.559
C -1.529 1.668 -0.287
C -2.416 -0.441 2.036
C -1.631 -3.055 2.566
C 3.320 1.836 -2.242
C 1.221 0.567 -1.689
C 1.791 -1.353 -3.613
C 1.056 -0.497 1.243
C -0.241 2.346 -0.772
C 2.390 0.685 -2.446
C 2.653 -0.293 -3.398
C -2.101 -2.714 1.308
C -2.768 0.988 1.708
C 0.628 -1.436 -2.867
C 0.337 -0.484 -1.905
C -2.494 -1.414 1.045
C -1.942 -0.789 3.294
H -2.164 -3.462 0.532
H -0.866 1.956 1.613
H 3.774 1.766 -1.255
H 3.552 -0.219 -3.990
H -0.021 -0.570 1.177
H -3.610 1.017 1.011
H -3.018 1.547 2.612
H -1.879 -0.039 4.069
H 4.100 1.841 -2.998
H -1.328 -4.070 2.773
H -2.865 -1.142 0.067
H 2.013 -2.102 -4.356
H -0.583 -0.549 -1.347
H -0.056 3.241 -0.174
H -0.375 2.624 -1.821
H 1.385 -0.672 2.259
H 1.542 -1.185 0.564
H -1.195 -2.357 4.542
H 2.771 2.775 -2.282

---

Entry 9:
The following is a quantum chemistry calculation of a structure of composition C35H45N8O10SeSr at a distorted geometry, from the OMol25 dataset.

Summary:
* net charge: -1
* molar mass: 904.37 g/mol
* orbital gap: 0.2899 Ha
* energy above the lowest of the compared OMol25 structures with the same formula, charge and spin: 21.81 kcal per mole
* E_HOMO: -5.569 eV

CARTESIAN COORDINATES (ANGSTROEM)
Sr -0.254 0.560 -0.120
Se 1.843 1.359 2.236
O -1.280 -1.157 1.334
O -2.623 4.447 -0.285
O 1.609 1.519 -1.563
O -1.174 -6.697 -3.211
O 0.892 -7.237 -2.954
O -0.894 3.035 0.023
O 1.137 -1.417 -0.853
O -1.570 -0.750 -1.798
O -3.152 -2.399 1.152
O -1.688 3.015 -3.224
N -3.789 2.376 -3.803
N -3.212 4.638 -3.767
N 3.003 -1.211 1.739
N -2.587 1.042 0.613
N 0.876 3.619 -2.015
N 1.912 2.332 -3.653
N 1.283 -1.329 3.086
N -0.027 -6.431 -2.883
C -5.238 1.127 0.036
C 1.595 -4.753 -2.085
C -3.300 -0.075 0.716
C 0.156 -0.981 3.946
C -3.909 5.004 -4.982
C 0.848 -2.513 -1.392
C -4.657 -0.073 0.427
C -4.464 2.275 -0.092
C 3.985 -0.714 0.785
C 0.266 -5.107 -2.398
C 2.054 -0.475 2.371
C 1.162 -3.850 3.242
C -5.194 2.632 -3.546
C 1.423 0.986 6.103
C 2.938 -4.918 1.980
C 1.660 -0.515 5.976
C 1.870 -3.507 -1.619
C -3.390 0.986 -3.646
C -0.742 -4.181 -2.280
C 3.450 -3.698 1.569
C -2.514 -1.349 1.109
C -2.821 3.318 -3.574
C 5.409 -0.818 1.321
C 1.689 -2.632 2.843
C -1.591 -1.972 -1.924
C -2.300 5.649 -3.263
C 5.709 1.524 2.277
C 0.458 -1.269 5.414
C -3.107 2.187 0.184
C -2.122 3.351 -0.036
C 2.797 -2.557 2.006
C -0.483 -2.888 -1.828
C 1.807 -4.993 2.796
C 5.674 0.027 2.566
C 1.453 2.443 -2.363
H 2.264 1.478 6.594
H -0.055 0.073 3.774
H 1.904 -0.931 6.958
H 0.527 1.186 6.695
H -2.855 6.580 -3.133
H 2.378 -5.485 -2.224
H 5.967 2.091 3.172
H -4.696 5.735 -4.777
H 4.740 1.884 1.931
H -5.517 2.071 -2.665
H 0.602 -2.344 5.551
H -4.360 4.130 -5.445
H 2.088 1.380 -3.929
H -0.702 -1.545 3.585
H 0.375 4.099 -2.746
H 2.533 -0.701 5.343
H 3.408 -5.832 1.641
H 1.296 1.454 5.126
H -2.548 -2.448 -2.200
H 2.884 -3.221 -1.376
H 6.454 1.752 1.510
H 0.267 -3.908 3.845
H 1.416 -5.963 3.070
H -0.437 -1.003 5.986
H -1.916 5.345 -2.293
H -1.470 5.835 -3.959
H 5.642 -1.865 1.529
H 6.085 -0.502 0.521
H -1.751 -4.459 -2.559
H -5.216 -0.995 0.506
H -5.808 2.321 -4.396
H -4.879 3.222 -0.409
H -6.299 1.166 -0.185
H 4.910 -0.188 3.319
H 3.852 -1.291 -0.131
H -4.127 0.356 -4.146
H 3.710 0.314 0.552
H 6.628 -0.283 3.001
H 1.502 2.924 -4.354
H -2.414 0.825 -4.096
H -5.359 3.688 -3.353
H -3.215 5.451 -5.704
H 0.335 3.564 -1.145
H 4.308 -3.644 0.913
H -3.323 0.696 -2.595

---

Entry 10:
The following is a quantum chemistry calculation of a cluster of 2 separate species, C4H11NO in total at a distorted geometry, from the OMol25 dataset.

Summary:
* molar mass: 89.14 g/mol
* SMILES: CC(N)=O.CC
* orbital gap: 0.3869 Ha
* energy above the lowest of the compared OMol25 structures with the same formula, charge and spin: 36.32 kcal per mole
* E_HOMO: -9.729 eV

CARTESIAN COORDINATES (ANGSTROEM)
O 2.871 -0.147 1.141
N 1.660 1.410 0.301
C -1.883 -0.510 0.978
C 2.010 -0.769 -1.036
C -2.522 0.006 -0.367
C 2.117 0.105 0.223
H 2.292 0.049 -1.807
H -3.100 0.945 -0.085
H -0.819 -0.795 0.754
H -3.020 -0.590 -1.038
H -2.447 -1.382 1.341
H 1.777 1.881 1.172
H 1.000 2.015 -0.138
H -1.742 0.391 -1.085
H 1.046 -1.176 -1.173
H -1.865 0.188 1.899
H 2.626 -1.621 -1.080

---

Entry 11:
The following is a quantum chemistry calculation of a structure of composition C15H6BrCoN6O6, from the OMol25 dataset.

Summary:
* net charge: -1
* molar mass: 505.09 g/mol
* <S²>: 1.1552
* orbital gap (spin up / spin down): 0.2736 / 0.2953 Ha
* E_HOMO (spin up / spin down): -5.923 / -5.882 eV
* multiplicity: 2

CARTESIAN COORDINATES (ANGSTROEM)
Br -2.854 1.768 -5.391
Co -0.156 0.218 1.364
O 0.171 -0.748 3.062
O -0.201 3.528 -0.967
O -0.048 1.810 0.420
O 4.494 -1.700 4.028
O 1.847 -1.601 4.285
O 5.968 -1.088 2.486
N 1.716 -0.342 1.026
N 2.684 -0.068 0.146
N -1.867 -0.478 0.690
N -0.664 -0.714 -2.976
N -5.916 -1.937 1.870
N -5.282 0.800 -1.639
C -1.402 -0.196 -3.949
C -0.713 1.418 -1.866
C -1.818 1.128 -3.947
C -1.461 1.959 -2.907
C -5.226 -1.310 1.190
C 4.822 -1.202 2.849
C -4.382 -0.543 0.357
C 3.894 -0.327 0.665
C -0.295 2.337 -0.739
C -4.887 0.200 -0.736
C -3.024 -0.502 0.584
C -0.349 0.082 -1.957
C 1.378 -1.080 3.272
C 3.705 -0.790 1.954
C 2.310 -0.769 2.127
H -1.740 3.002 -2.876
H 0.228 -0.385 -1.166
H 2.444 0.293 -0.763
H -1.676 -0.851 -4.767
H 4.804 -0.183 0.108
H 3.496 -1.732 4.164

---

Entry 12:
The following is a quantum chemistry calculation of an isolated molecule of C4H9NO2, from the OMol25 dataset.

Summary:
* molar mass: 103.12 g/mol
* SMILES: C=C(N)OCCO
* orbital gap: 0.3264 Ha
* energy above the lowest of the compared OMol25 structures with the same formula, charge and spin: 48.00 kcal per mole
* E_HOMO: -8.022 eV

CARTESIAN COORDINATES (ANGSTROEM)
O -0.062 -0.345 1.141
O -1.034 1.890 -0.114
N 2.133 -0.010 1.251
C -1.438 0.651 -0.651
C 1.257 -1.167 -0.692
C -1.280 -0.417 0.424
C 1.107 -0.525 0.477
H -0.849 0.393 -1.540
H 3.037 0.024 0.806
H -2.044 -0.282 1.193
H 1.891 0.824 1.763
H -2.503 0.660 -0.936
H -1.034 2.535 -0.828
H -1.421 -1.409 -0.026
H 2.222 -1.204 -1.182
H 0.445 -1.727 -1.137

---

> Look up the molar mass of the first one.

145.30 g/mol